[1]
Density functional theory data (ωB97M-V with the def2-TZVPD basis set) for a single C7H6N2O molecule.

```
16
C7H6N2O | OMol25 | ωB97M-V with the def2-TZVPD basis set
C 3.51429 0.08926 0.52604
C -0.80587 -0.04110 1.35730
C -0.71040 1.42323 1.34704
C 0.07734 -0.83026 0.77649
C 2.29007 -0.28528 0.77015
C -0.48108 2.21050 0.31968
C 1.03607 0.05746 -1.35891
N 4.51595 0.65024 0.55317
N 1.26040 -0.35494 0.05616
O -0.45326 3.00411 -0.53670
H -1.64340 -0.35655 1.89665
H -0.66576 1.90244 2.32322
H -0.02279 -1.94992 0.81453
H 1.71983 0.79748 -1.55927
H 1.08408 -0.64756 -2.17827
H -0.01855 0.48010 -1.29460
```

The lowest unoccupied orbital energy comes out at -0.003 Eh. The net charge is 0. As for the molecular weight: 134.1 g/mol. Its largest force on an atom is 3.7 eV Å⁻¹.

---

[2]
Density functional theory data (ωB97M-V with the def2-TZVPD basis set) for a single C7H6N4O molecule.

```
18
C7H6N4O | OMol25 | ωB97M-V with the def2-TZVPD basis set
H -0.51155 -2.00496 -1.32698
N -0.52570 -1.18183 -0.75737
C 0.59740 -0.67002 -0.37845
N 1.87225 -1.12549 -0.54217
C 2.73875 -0.38838 0.30644
C 2.07987 0.69101 0.77844
C 0.68547 0.54638 0.49693
C -0.37916 1.40398 0.66884
N -1.45041 1.46064 -0.07914
C -2.18453 0.45898 -0.29785
O -3.13612 0.45658 -1.25194
C -2.18038 -0.66987 0.61638
N -2.29744 -1.52742 1.36635
H 1.95356 -2.00921 -0.95739
H 3.80794 -0.46839 0.50189
H 2.47509 1.52109 1.29617
H -0.19558 2.28826 1.35016
H -3.34945 1.21865 -1.79032
```

The lowest unoccupied orbital energy (alpha / beta) comes out at 0.001 / 0.001 Eh. The net charge is 0. Its SMILES is [H]\N=C1/NC=C/C1=C/N=C(/O)C#N. As for the molecular weight: 162.2 g/mol. Its largest force on an atom is 4.8 eV Å⁻¹.

---

[3]
Density functional theory data (ωB97M-V with the def2-TZVPD basis set) for C7H6NaO6 as an isolated structure.

```
20
C7H6NaO6 | OMol25 | ωB97M-V with the def2-TZVPD basis set
O 1.74454 4.47037 -1.73454
C 1.91466 3.21136 -1.50210
C 1.61559 2.13859 -2.30585
C 1.93396 0.74371 -1.98427
C 1.44655 -0.34811 -2.64053
O 1.73017 -1.60825 -2.45973
H 2.42488 2.94215 -0.54383
H 1.04114 2.32820 -3.22461
H 2.66176 0.57017 -1.17870
C -1.17610 -0.54661 -0.61836
C -1.67012 0.81986 -0.24899
O -1.59870 0.80472 1.17569
C -1.05304 -0.32126 1.61430
O -0.58893 -1.04808 0.55659
O -1.24302 -0.85308 2.66572
O -1.39635 -1.21881 -1.58936
H -2.71368 0.96413 -0.55558
H -0.98557 1.59007 -0.63768
Na 0.20366 -2.95566 -1.74189
H 0.52783 -0.09860 -3.28257
```

The lowest unoccupied orbital energy (alpha / beta) comes out at 0.055 / 0.053 Eh. The net charge is -1. As for the molecular weight: 209.1 g/mol. Its largest force on an atom is 2.6 eV Å⁻¹.

---

[4]
Density functional theory data (ωB97M-V with the def2-TZVPD basis set) for a single C7H6O molecule.

```
14
C7H6O | OMol25 | ωB97M-V with the def2-TZVPD basis set
C 2.95104 0.74865 -0.42228
C 1.71296 0.08717 -0.68933
C 0.53315 -0.29483 -0.14193
C 0.66970 -1.16550 1.02468
C -1.03551 0.06834 -0.31094
C -1.92673 -0.81635 -0.61719
C -1.28586 1.54694 -0.08088
O -0.34564 2.13125 0.57562
H 4.17530 0.97201 -0.70482
H 1.75703 -1.38506 1.22795
H -0.13206 -1.57391 1.97563
H -3.11087 -0.53020 -0.28846
H -1.67476 -1.80755 -1.32535
H -2.28777 2.01908 -0.22270
```

The lowest unoccupied orbital energy comes out at -0.016 Eh. The net charge is 0. Its SMILES is C#CC(=C)C(=C)C=O. As for the molecular weight: 106.1 g/mol. Its largest force on an atom is 13.1 eV Å⁻¹.

---

[5]
Density functional theory data (ωB97M-V with the def2-TZVPD basis set) for a single C7H6O2 molecule.

```
15
C7H6O2 | OMol25 | ωB97M-V with the def2-TZVPD basis set
C 1.74755 -0.59027 -0.09778
C 0.85649 1.32921 -0.57314
C 2.04142 0.80619 0.07437
C 0.72992 -1.51936 -0.01285
C -0.56637 1.19553 -0.67390
C -0.45133 -0.89558 0.81592
C -1.30218 -0.04599 -0.10341
O 3.00620 1.38672 0.50387
O 0.65055 -2.66686 -0.38739
H -0.92128 2.10877 -0.16786
H -0.85558 1.32132 -1.72385
H -1.01930 -1.75688 1.16823
H -0.07584 -0.31934 1.66011
H -2.17731 0.30543 0.45018
H -1.66295 -0.65890 -0.93250
```

The lowest unoccupied orbital energy (alpha / beta) comes out at -0.065 / -0.063 Eh. The net charge is 0. As for the molecular weight: 122.1 g/mol. Its largest force on an atom is 2.8 eV Å⁻¹.

---

[6]
Density functional theory data (ωB97M-V with the def2-TZVPD basis set) for a single C7H6S molecule.

```
14
C7H6S | OMol25 | ωB97M-V with the def2-TZVPD basis set
C 0.85027 2.57339 0.67232
C 1.12746 1.58724 -0.07803
C 1.41863 0.30348 -0.76977
C 1.00499 -0.97100 -0.46877
C 0.04912 -1.38926 0.68064
C -1.23224 -1.01143 0.59386
C -1.87265 -0.05535 -0.35126
S -3.23814 0.82942 -0.21474
H 1.02000 3.49582 1.36713
H 2.00112 0.27734 -1.67766
H 1.76119 -1.70925 -0.71555
H 0.48502 -2.43752 1.16010
H -2.05746 -1.71411 1.09799
H -1.31729 0.22124 -1.29626
```

The lowest unoccupied orbital energy comes out at -0.033 Eh. The net charge is 0. Its SMILES is C#C/C=C\C=C/C=S. As for the molecular weight: 122.2 g/mol. Its largest force on an atom is 4.3 eV Å⁻¹.

---

[7]
Density functional theory data (ωB97M-V with the def2-TZVPD basis set) for a single C7H6S3 molecule.

```
16
C7H6S3 | OMol25 | ωB97M-V with the def2-TZVPD basis set
S -0.92298 -2.54875 1.91631
C -0.48062 -1.58148 0.77755
C 0.33218 -0.07307 0.93991
C 0.97644 0.74915 1.94110
C 1.01005 2.05841 1.53482
S 0.22152 2.30012 -0.03859
C -0.24687 0.65448 -0.10132
C -0.93648 -0.10778 -1.15004
C -0.65798 -1.62384 -0.75342
S 0.86557 -2.26917 -1.54811
H 1.43653 0.53462 2.87015
H 1.44800 2.97415 1.92338
H -1.97937 0.12849 -1.34262
H -0.64012 0.19018 -2.17491
H -1.31747 -2.35701 -1.12965
H 1.52260 -1.29141 -0.94461
```

The lowest unoccupied orbital energy comes out at -0.008 Eh. The net charge is 0. Its SMILES is S=C1c2ccsc2C[C@H]1S. As for the molecular weight: 186.3 g/mol. Its largest force on an atom is 5.0 eV Å⁻¹.

---

[8]
Density functional theory data (ωB97M-V with the def2-TZVPD basis set) for C7H7AsCsF6I2N4S as an isolated structure.

```
29
C7H7AsCsF6I2N4S | OMol25 | ωB97M-V with the def2-TZVPD basis set
Cs -1.03884 1.30494 0.06041
N 4.36046 3.72588 0.08797
C 3.27857 2.93574 0.08497
S 1.75411 3.49159 -0.25062
N 3.63529 1.60861 0.39498
N 2.63721 0.75084 0.20133
C 3.07323 -0.47200 0.08856
C 2.16123 -1.60229 -0.01099
C 2.69807 -2.88523 -0.06918
C 1.84380 -3.97516 -0.11117
C 0.48323 -3.74426 -0.09774
C 0.03199 -2.42765 -0.04112
N 0.83591 -1.37691 0.00343
H 4.28001 4.70721 -0.10534
H 5.25442 3.32335 0.31681
H 4.13817 -0.67543 0.02938
H 3.77319 -3.01550 -0.07629
H 2.23613 -4.98215 -0.15567
H -0.22498 -4.56057 -0.13293
H -1.03418 -2.22140 -0.03856
F -3.62372 0.60819 -0.53064
As -4.63282 2.05533 -0.22447
F -4.23432 2.57506 -1.81784
F -3.19912 2.93568 0.35396
F -5.58548 3.44729 0.06707
F -4.84863 1.47608 1.37919
F -5.99840 1.17945 -0.78365
I -4.78555 -2.39865 1.01710
I -7.26897 -1.78807 0.36102
```

Its spin multiplicity is 2. The lowest unoccupied orbital energy (alpha / beta) comes out at -0.043 / -0.116 Eh. The net charge is 0. As for the expectation value of S²: 0.7921. As for the molecular weight: 754.9 g/mol. Its largest force on an atom is 0.9 eV Å⁻¹.

---

[9]
Density functional theory data (ωB97M-V with the def2-TZVPD basis set) for a 2-piece molecular cluster, C7H7BrFNO2 overall.

```
19
C7H7BrFNO2 | OMol25 | ωB97M-V with the def2-TZVPD basis set
C -0.11037 -1.78936 0.19891
C -0.33915 -0.90487 1.34371
C 0.42772 -1.34571 -0.91349
C 0.11066 0.31707 1.34811
C 0.97548 0.05518 -1.01849
C 0.71419 0.88877 0.24762
C -1.07725 2.16540 -0.16433
N 1.57136 1.99320 0.30962
O 2.37248 2.13817 -0.57101
O 1.47200 2.68738 1.29746
F 0.52692 0.67987 -2.12456
Br -2.40010 0.88018 -0.30716
H -0.48918 -2.76634 0.25905
H -0.71806 -1.24508 2.29168
H 0.61444 -2.17442 -1.71496
H -0.11422 0.88238 2.19219
H 2.03792 0.18723 -1.17608
H -0.64990 2.40342 -1.17828
H -0.96816 2.88704 0.64528
```

The lowest unoccupied orbital energy (alpha / beta) comes out at -0.039 / -0.039 Eh. The net charge is 0. As for the molecular weight: 236.0 g/mol. Its largest force on an atom is 4.6 eV Å⁻¹.

---

[10]
Density functional theory data (ωB97M-V with the def2-TZVPD basis set) for C7H7BrN2 as an isolated structure.

```
17
C7H7BrN2 | OMol25 | ωB97M-V with the def2-TZVPD basis set
C 2.12505 -0.30913 -1.02799
C 0.93712 -0.91007 -0.71462
C 2.34319 0.99180 -0.54866
C 0.03213 -0.16761 -0.02114
C 0.19963 1.13373 0.36416
C -1.88920 -2.13044 0.68362
C -1.80180 -0.90267 0.24400
N 1.39646 1.63484 0.13457
N -0.71346 2.01132 0.99031
Br -3.25202 0.03478 -0.43845
H 2.82356 -0.74755 -1.58282
H 0.58287 -1.82046 -0.92870
H 3.10876 1.65956 -0.61037
H -2.90331 -2.72398 0.60692
H -1.08284 -2.71243 1.18787
H -1.55964 2.05784 0.42731
H -0.34652 2.90048 1.23400
```

The lowest unoccupied orbital energy comes out at 0.027 Eh. The net charge is 0. As for the molecular weight: 199.1 g/mol. Its largest force on an atom is 6.3 eV Å⁻¹.

---

[11]
Density functional theory data (ωB97M-V with the def2-TZVPD basis set) for an isolated ion of composition C7H7BrN3O and charge +1.

```
19
C7H7BrN3O | OMol25 | ωB97M-V with the def2-TZVPD basis set
C -2.55780 0.71014 1.54213
N -1.54167 1.04285 0.88700
C -0.54429 1.12899 0.26678
C 0.32738 2.04742 -0.51920
O -0.08083 2.59112 -1.50768
N 1.52068 2.16900 0.08252
C 2.27649 1.25635 0.54246
C 1.99527 -0.15515 0.30879
Br 3.54931 -1.18352 0.28462
C 0.79347 -0.67263 0.08428
N -0.00687 -1.69721 -0.10501
C -0.54270 -1.82418 -1.51188
H -2.48251 0.35932 2.52804
H -3.51091 0.85821 0.89689
H 3.26293 1.56941 1.00933
H -0.32747 -2.43653 0.59045
H -1.32794 -2.58146 -1.42233
H -1.05613 -0.82105 -1.78501
H 0.25356 -2.36109 -2.17220
```

The lowest unoccupied orbital energy (alpha / beta) comes out at -0.202 / -0.202 Eh. The net charge is +1. Its SMILES is C=[N+]=C=C([O-])/N=C\C(Br)=C=[NH+]C. As for the molecular weight: 229.1 g/mol. Its largest force on an atom is 4.3 eV Å⁻¹.

---

[12]
Density functional theory data (ωB97M-V with the def2-TZVPD basis set) for an isolated ion of composition C7H7BrNO4S and charge -1.

```
21
C7H7BrNO4S | OMol25 | ωB97M-V with the def2-TZVPD basis set
N -4.03642 -0.13454 0.12703
C -2.60364 0.03156 0.11475
C -1.93500 0.61050 -0.90206
C -0.51121 0.60518 -0.89201
C 0.13096 0.02610 0.17693
O 1.43018 0.00915 0.39461
C 2.38178 0.60217 -0.34172
Br 3.15464 2.10864 0.55048
S 3.98658 -0.68163 -0.31955
O 5.08105 0.00894 -0.98926
O 3.26271 -1.72537 -1.04804
O 4.18799 -0.89675 1.09113
C -0.62043 -0.43012 1.26119
C -1.93843 -0.54469 1.21517
H -4.49529 -0.17883 -0.73161
H -4.20008 -0.81035 0.81732
H -2.62388 0.94731 -1.70700
H -0.05210 1.27644 -1.60730
H 2.09417 0.98403 -1.30912
H -0.11755 -0.76159 2.12145
H -2.57604 -1.04615 1.97760
```

The lowest unoccupied orbital energy comes out at 0.110 Eh. The net charge is -1. Its SMILES is Nc1ccc(O[C@@H](Br)S(=O)(=O)[O-])cc1. As for the molecular weight: 281.1 g/mol. Its largest force on an atom is 3.2 eV Å⁻¹.

---

The highest molecular weight belongs to which entry? C7H7AsCsF6I2N4S

---

net charge of number 10 (C7H7BrN2)? 0

---

Among the records above, which one has the highest net charge? C7H7BrN3O